The following is a quantum chemistry calculation of a 8-piece molecular cluster, C43H76BrO23PS overall, from the Open Molecules 2025 dataset.

Spin multiplicity: 1
SMILES: COCCCCCCCCCC[PH](S)(Br)CCCCCCCCCCOC.O=C1OCCO1.O=C1OCCO1.O=C1OCCO1.O=C1OCCO1.O=C1OCCO1.O=C1OCCO1.O=C1OCCO1

Cartesian coordinates (Å):
C 6.58 -5.21 1.75
O 7.82 -4.58 1.98
C 8.40 -3.99 0.83
C 8.62 -2.50 1.07
C 7.31 -1.73 1.22
C 6.50 -1.65 -0.08
C 5.67 -0.37 -0.23
C 5.35 -0.08 -1.70
C 4.74 1.29 -2.00
C 3.27 1.20 -2.40
C 2.36 0.59 -1.35
C 1.83 1.65 -0.35
P 0.03 1.44 -0.19
S 0.34 -0.59 0.79
Br -0.43 3.47 -1.45
C -1.07 2.01 1.16
C -2.38 1.19 1.22
C -3.60 2.08 1.50
C -4.54 1.48 2.55
C -5.11 0.08 2.23
C -5.41 -0.21 0.75
C -6.67 -1.05 0.54
C -6.52 -2.13 -0.53
C -7.79 -2.99 -0.68
C -7.51 -4.45 -1.00
O -7.66 -5.22 0.19
C -7.09 -6.50 0.12
H 6.65 -5.93 0.92
H 6.32 -5.77 2.65
H 5.80 -4.49 1.52
H 9.36 -4.48 0.64
H 7.74 -4.12 -0.03
H 9.18 -2.41 2.00
H 9.21 -2.09 0.25
H 6.74 -2.20 2.02
H 7.56 -0.71 1.53
H 5.81 -2.51 -0.12
H 7.18 -1.74 -0.93
H 6.22 0.47 0.19
H 4.73 -0.49 0.32
H 4.69 -0.87 -2.07
H 6.29 -0.18 -2.25
H 5.27 1.70 -2.86
H 4.89 2.00 -1.18
H 3.26 0.56 -3.29
H 2.90 2.17 -2.73
H 2.84 -0.23 -0.81
H 1.51 0.13 -1.86
H 2.10 2.65 -0.66
H 2.22 1.51 0.66
H -0.58 0.76 -1.24
H -0.08 -0.32 2.03
H -1.30 3.05 0.98
H -0.50 1.94 2.08
H -2.53 0.69 0.27
H -2.29 0.43 2.00
H -3.28 3.06 1.87
H -4.14 2.28 0.58
H -5.34 2.17 2.79
H -3.95 1.39 3.47
H -6.03 -0.03 2.79
H -4.42 -0.68 2.61
H -5.48 0.71 0.18
H -4.56 -0.78 0.34
H -7.52 -0.42 0.28
H -6.94 -1.56 1.47
H -5.70 -2.79 -0.23
H -6.28 -1.66 -1.49
H -8.39 -2.92 0.23
H -8.39 -2.58 -1.49
H -6.50 -4.57 -1.39
H -8.23 -4.82 -1.74
H -6.94 -6.83 -0.91
H -7.74 -7.22 0.61
H -6.12 -6.52 0.62
O 0.41 10.28 -2.86
C -0.15 9.25 -2.71
O 0.45 8.03 -2.82
C -0.46 7.03 -2.32
C -1.80 7.72 -2.49
O -1.45 9.11 -2.39
H -0.36 6.12 -2.89
H -0.22 6.83 -1.28
H -2.24 7.54 -3.48
H -2.52 7.46 -1.72
O -8.45 -8.40 6.96
C -8.11 -8.21 5.84
O -6.93 -7.66 5.46
C -6.80 -7.80 4.05
C -8.24 -7.94 3.60
O -8.86 -8.52 4.75
H -6.29 -6.94 3.63
H -6.21 -8.70 3.84
H -8.70 -6.97 3.39
H -8.37 -8.60 2.74
O 1.71 1.57 3.10
C 2.71 1.19 3.63
O 3.95 1.73 3.50
C 4.81 1.13 4.49
C 4.10 -0.18 4.76
O 2.74 0.14 4.47
H 5.82 1.00 4.11
H 4.84 1.78 5.37
H 4.42 -0.98 4.09
H 4.18 -0.52 5.79
O 4.12 4.64 -0.42
C 3.87 5.79 -0.59
O 4.78 6.73 -0.94
C 4.07 7.94 -1.28
C 2.77 7.76 -0.52
O 2.65 6.33 -0.46
H 4.64 8.81 -0.98
H 3.91 7.96 -2.36
H 2.83 8.15 0.50
H 1.91 8.18 -1.03
O -10.12 -0.30 -0.48
C -10.83 -0.58 -1.39
O -11.92 -1.36 -1.31
C -12.64 -1.28 -2.54
C -11.55 -0.86 -3.52
O -10.65 -0.15 -2.67
H -13.09 -2.24 -2.78
H -13.42 -0.52 -2.44
H -11.03 -1.71 -3.95
H -11.90 -0.21 -4.31
O 7.98 1.88 3.73
C 8.32 2.45 2.74
O 8.05 2.03 1.49
C 8.44 3.06 0.56
C 9.48 3.82 1.36
O 9.05 3.58 2.71
H 8.83 2.61 -0.35
H 7.56 3.65 0.33
H 10.48 3.41 1.24
H 9.49 4.89 1.16
O 4.31 0.42 -5.97
C 3.80 -0.65 -6.02
O 4.45 -1.80 -6.32
C 3.58 -2.90 -6.05
C 2.21 -2.25 -6.13
O 2.49 -0.90 -5.77
H 3.73 -3.69 -6.78
H 3.79 -3.28 -5.05
H 1.80 -2.26 -7.14
H 1.48 -2.67 -5.45

***

The following is a quantum chemistry calculation of C3H4NOS as an isolated structure, from the Open Molecules 2025 dataset.

Spin multiplicity: 1
Net charge: +1

Cartesian coordinates (Å):
C -1.49 1.83 -1.69
C 1.34 -1.03 1.11
C 0.02 -0.83 0.44
N -0.81 1.28 -0.92
O 1.80 0.04 1.45
S 0.21 0.97 0.28
H -2.39 2.30 -2.17
H 2.07 -1.97 1.24
H 0.10 -1.23 -0.60
H -0.85 -1.36 0.87

***

| no. | total energy (eV) | E_HOMO (eV) | strongest force on any atom (eV/A) |
| --- | --- | --- | --- |
| 1 | -183082.864 | -8.55 | 1.36 |
| 2 | -17537.994 | -14.59 | 4.55 |